## 1
A 2-piece molecular cluster, C15H18O overall, computed with wB97M-V/def2-TZVPD.

Results
Lowest unoccupied orbital energy in Eh: 0.0318
2S+1: 1
Gap between HOMO and LUMO in eV: 9.247
Structure (SMILES): CCc1ccc(O)cc1.Cc1ccccc1

Each line ends with the Mulliken charge.
Geometry (Å):
1 C -1.2011 -1.3412 -1.4610  0.221
2 C -0.8987 -1.6611 -2.9210  -1.699
3 C -0.0703 -1.6544 -0.4881  0.027
4 C -0.2617 -1.3903 0.8567  -0.315
5 C 1.1420 -2.2271 -0.8693  -0.375
6 C 0.6688 -1.7552 1.8260  -0.747
7 C 2.1172 -2.5271 0.0752  -0.556
8 C 1.9087 -2.1891 1.4044  0.508
9 O 2.7950 -2.6027 2.3785  -0.564
10 H -1.3856 -0.2656 -1.3656  0.060
11 H -2.0414 -1.9254 -1.0873  0.358
12 H -0.0127 -1.1195 -3.2517  0.374
13 H -1.1776 -0.8810 1.1297  0.395
14 H 1.3144 -2.5626 -1.8787  0.365
15 H 0.4092 -1.7078 2.8707  0.433
16 H 2.9621 -3.0906 -0.2922  0.374
17 H 3.7159 -2.4578 2.1007  0.327
18 H -1.7019 -1.2262 -3.5043  0.423
19 H -0.8519 -2.7273 -3.1214  0.391
20 C -0.8862 2.1923 2.6781  -1.657
21 C -1.3677 2.7971 -1.0444  -0.470
22 C -1.6305 2.7531 0.3252  -0.327
23 C -0.1382 2.3991 -1.5352  -0.589
24 C -0.6198 2.3852 1.1994  1.039
25 C 0.8893 2.0821 -0.6456  -0.416
26 C 0.6632 2.1278 0.7191  -0.395
27 H -2.2252 2.9051 -1.6876  0.362
28 H -2.6515 2.7454 0.7003  0.296
29 H 0.1759 2.6851 -2.5373  0.390
30 H 1.8659 1.9504 -1.0912  0.383
31 H -1.8651 1.7622 2.8878  0.373
32 H -0.9541 3.1961 3.1108  0.445
33 H 1.3522 1.6542 1.4001  0.249
34 H -0.0387 1.6767 3.1194  0.315

***

## 2
A 2-piece molecular cluster, C15H18O overall, computed with wB97M-V/def2-TZVPD.

Results
Lowest unoccupied orbital energy in Eh: 0.0251
2S+1: 1
Gap between HOMO and LUMO in eV: 9.008
Structure (SMILES): CCc1ccc(O)cc1.Cc1ccccc1

Each line ends with the Mulliken charge.
Geometry (Å):
1 C 1.6936 -1.3528 0.4641  -0.321
2 C 2.2621 -2.0371 1.7336  -1.357
3 C 0.6934 -2.1848 -0.4448  0.868
4 C 1.0540 -1.8792 -1.7905  -0.792
5 C -0.4501 -2.8890 -0.0535  -0.409
6 C 0.0845 -2.3357 -2.6850  -0.289
7 C -1.3368 -3.3039 -1.0226  -0.393
8 C -1.0336 -3.0800 -2.3784  0.328
9 O -1.8822 -3.5034 -3.3543  -0.611
10 H 1.0299 -0.4871 0.8427  0.040
11 H 2.4452 -0.8629 -0.1371  0.380
12 H 2.8634 -2.8601 1.5289  0.395
13 H 1.9709 -1.2316 -1.9875  0.214
14 H -0.5747 -3.0761 1.0490  0.204
15 H 0.3326 -2.1103 -3.7386  0.299
16 H -2.2197 -3.8480 -0.7998  0.440
17 H -2.2520 -2.9373 -4.1621  0.352
18 H 1.3879 -2.4339 2.2481  0.250
19 H 2.9053 -1.4588 2.3882  0.389
20 C 0.3203 4.8561 3.0261  -1.398
21 C 0.7166 2.1818 0.2828  -0.664
22 C 0.9360 2.8809 1.5570  -0.314
23 C -0.5866 2.2640 -0.2113  -0.373
24 C -0.0331 3.7033 2.1510  0.766
25 C -1.5980 2.9439 0.4878  -0.337
26 C -1.3596 3.5484 1.6801  -0.493
27 H 1.5873 1.7944 -0.1949  0.554
28 H 1.9529 3.0772 2.0042  0.201
29 H -0.9707 1.8371 -1.1192  0.371
30 H -2.6704 2.9910 0.2217  0.293
31 H 1.3424 4.8357 3.3063  0.397
32 H -0.2788 5.0161 3.9481  0.330
33 H -2.1497 4.1180 2.1242  0.364
34 H 0.1795 5.7676 2.5342  0.318

***

Most stable: 1. Least stable: 2.

***

## 1
C14H6Cl3N2O5RuS as an isolated structure, computed with wB97M-V/def2-TZVPD.

Results
Lowest unoccupied orbital energy (spin up / spin down) in Eh: -0.0434 / -0.0723
2S+1: 2
Gap between HOMO and LUMO (spin up / spin down) in eV: 7.475 / 6.802

Each line ends with the Mulliken charge.
Geometry (Å):
1 Ru -0.7214 1.0728 1.7263  0.535
2 Cl 1.0405 -5.5484 3.3112  -0.213
3 C 0.9585 -3.9168 2.7275  0.465
4 C -0.1652 -3.1558 2.9894  -0.993
5 C -0.1841 -1.8630 2.5076  1.195
6 Cl -1.6022 -0.8609 2.8031  -0.108
7 C 0.8504 -1.2772 1.7798  -0.108
8 O 0.8247 -0.0271 1.3446  -0.531
9 C 1.9641 -2.0962 1.5406  0.313
10 Cl 3.2850 -1.4511 0.6398  -0.196
11 C 2.0207 -3.3966 2.0053  -0.796
12 H -0.9957 -3.5564 3.5523  0.451
13 H 2.8943 -4.0000 1.8059  0.438
14 O 0.2388 2.5990 0.9060  -0.453
15 C 0.4022 2.6584 -0.3212  -0.077
16 C -0.2250 1.8533 -1.3257  0.475
17 C 0.1437 2.1318 -2.6532  -0.508
18 C -0.4443 1.4510 -3.6790  -0.335
19 C -1.4214 0.4780 -3.4434  -0.457
20 C -1.8009 0.1979 -2.1598  -0.582
21 C -1.2151 0.8674 -1.0619  0.866
22 O -1.6406 0.5289 0.1258  -0.823
23 N -0.0468 1.7524 -5.0593  1.003
24 O 0.8071 2.6006 -5.2265  -0.613
25 O -0.5276 1.0686 -5.9404  -0.613
26 H 1.0855 3.4384 -0.6700  0.469
27 H 0.8890 2.8856 -2.8677  0.479
28 H -1.8604 -0.0399 -4.2839  0.484
29 H -2.5520 -0.5494 -1.9472  0.472
30 S -2.0114 2.5076 3.1928  -0.299
31 C -0.5202 2.0786 3.8115  0.442
32 N 0.5296 1.5689 3.8696  -0.380

***

## 2
C14H6Cl3N2O5RuS as an isolated structure, computed with wB97M-V/def2-TZVPD.

Results
Lowest unoccupied orbital energy (spin up / spin down) in Eh: -0.0437 / -0.0568
2S+1: 2
Gap between HOMO and LUMO (spin up / spin down) in eV: 7.650 / 7.453

Each line ends with the Mulliken charge.
Geometry (Å):
1 Ru -0.0912 -0.4572 -0.1375  0.946
2 Cl 4.7436 -1.0328 4.9161  -0.207
3 C 3.8374 -0.7232 3.4712  0.497
4 C 2.4589 -0.6240 3.5418  -0.911
5 C 1.7769 -0.3791 2.3679  1.022
6 Cl 0.0286 -0.2157 2.3749  -0.105
7 C 2.4008 -0.2343 1.1264  -0.204
8 O 1.7260 0.0117 -0.0049  -0.759
9 C 3.7923 -0.3463 1.1066  0.464
10 Cl 4.6262 -0.1815 -0.3965  -0.184
11 C 4.5079 -0.5857 2.2652  -0.746
12 H 1.9338 -0.7332 4.4795  0.451
13 H 5.5840 -0.6724 2.2220  0.444
14 O -0.0394 0.0028 -2.0889  -0.566
15 C -0.4967 1.0186 -2.6228  0.019
16 C -1.2930 2.0381 -2.0176  0.254
17 C -1.6615 3.1354 -2.8117  -0.504
18 C -2.4080 4.1355 -2.2615  -0.331
19 C -2.8191 4.0923 -0.9212  -0.421
20 C -2.4752 3.0279 -0.1356  -0.740
21 C -1.7010 1.9667 -0.6595  0.870
22 O -1.4109 0.9700 0.1201  -0.615
23 N -2.7908 5.2829 -3.0922  1.005
24 O -2.4865 5.2539 -4.2683  -0.615
25 O -3.3894 6.1900 -2.5496  -0.617
26 H -0.2549 1.1488 -3.6830  0.412
27 H -1.3640 3.1931 -3.8503  0.481
28 H -3.4028 4.9122 -0.5278  0.492
29 H -2.7847 2.9657 0.8982  0.441
30 S 0.1922 -2.8061 -0.0593  -0.312
31 C -1.4335 -2.4541 -0.2797  0.504
32 N -2.4960 -2.0184 -0.4639  -0.466

***

Most stable: 1. Least stable: 2.

***

## 1
A 2-piece molecular cluster, C5H10NO overall, computed with wB97M-V/def2-TZVPD.

Results
Lowest unoccupied orbital energy (spin up / spin down) in Eh: -0.1630 / -0.1631
Charge: +1
2S+1: 1
Gap between HOMO and LUMO (spin up / spin down) in eV: 8.219 / 8.217

Each line ends with the Mulliken charge.
Geometry (Å):
1 C 1.2960 -0.3487 1.9327  0.051
2 C -1.6438 -0.0061 0.4681  -1.243
3 C -0.1690 -1.3633 -1.2040  -1.431
4 C 1.0274 1.7431 0.0252  -0.298
5 C -0.2922 -0.5567 0.0912  0.586
6 N 0.5009 -0.7247 1.1841  0.003
7 O 1.9198 1.3558 0.9240  -0.379
8 H 1.8202 -0.5114 2.8487  0.428
9 H -2.2464 -0.8083 0.9063  0.341
10 H -2.0982 0.5798 -0.2427  0.414
11 H -1.3805 0.6554 1.2447  0.392
12 H -0.6807 -2.2567 -1.3151  0.394
13 H 0.8739 -1.5688 -1.2740  0.361
14 H -0.7016 -0.7464 -1.8401  0.382
15 H 0.2370 2.3619 0.4597  0.270
16 H 1.4727 1.9483 -0.9431  0.325
17 H 2.6872 0.8611 0.5384  0.401

***

## 2
An isolated ion of composition C5H10NO and charge +1, computed with wB97M-V/def2-TZVPD.

Results
Lowest unoccupied orbital energy in Eh: -0.1253
Charge: +1
2S+1: 1
Gap between HOMO and LUMO in eV: 11.557
Structure (SMILES): C=C1COC[N@@H+]1C

Each line ends with the Mulliken charge.
Geometry (Å):
1 C 0.6699 0.1349 0.5763  0.585
2 C 1.1032 -0.5516 1.6091  -1.007
3 C 0.7699 1.6133 0.2902  -0.437
4 C -0.6097 0.7917 -1.2514  -0.395
5 C -1.0669 -1.4632 -0.2551  -0.914
6 N -0.0552 -0.4483 -0.5803  0.101
7 O 0.3601 1.7413 -1.0606  -0.346
8 H 0.9717 -1.6136 1.7179  0.252
9 H 1.6228 -0.0517 2.4071  0.302
10 H 0.1110 2.1844 0.9591  0.296
11 H 1.7845 2.0039 0.3758  0.353
12 H -0.7776 0.6465 -2.3203  0.354
13 H -1.5552 1.0320 -0.7382  0.385
14 H -1.7570 -1.0664 0.4881  0.386
15 H -1.6210 -1.7322 -1.1528  0.364
16 H -0.5945 -2.3581 0.1444  0.344
17 H 0.6441 -0.8631 -1.2093  0.377

***

Most stable: 2. Least stable: 1.

***

## 1
A 2-piece molecular cluster, C5H14N2 overall, computed with wB97M-V/def2-TZVPD.

Results
Lowest unoccupied orbital energy in Eh: 0.0359
2S+1: 1
Gap between HOMO and LUMO in eV: 7.461

Each line ends with the Mulliken charge.
Geometry (Å):
1 C 1.7809 -0.3884 -0.3337  0.329
2 C 1.1199 -1.6069 0.2862  -1.217
3 C 1.3208 0.0826 -1.6611  -1.228
4 N -2.3892 -0.6167 -0.2400  -0.416
5 H 2.8668 -0.4363 -0.2250  0.373
6 H -3.1024 -1.0033 0.3580  0.169
7 H -2.4753 -0.8715 -1.2094  0.227
8 H 1.4579 -2.5032 -0.2354  0.361
9 H 1.3672 -1.7170 1.3457  0.334
10 H 1.1320 1.3793 -0.4531  0.420
11 H 2.1052 0.2102 -2.4040  0.242
12 H 0.4619 -0.4566 -2.0602  0.174
13 H 0.0344 -1.5454 0.1872  0.264
14 N 1.3775 0.9660 0.5763  -0.608
15 C -1.9421 0.6600 0.0356  0.018
16 C -2.0832 1.3163 1.1935  -0.978
17 H 0.5197 0.8141 1.1115  0.230
18 H 2.0841 1.4293 1.1496  0.353
19 H -1.3492 1.0852 -0.7685  0.364
20 H -2.6249 0.8988 2.0337  0.243
21 H -1.6622 2.3034 1.3131  0.346

***

## 2
A single C5H14N2 molecule, computed with wB97M-V/def2-TZVPD.

Results
Lowest unoccupied orbital energy in Eh: 0.0423
2S+1: 1
Gap between HOMO and LUMO in eV: 9.446
Structure (SMILES): CC(C)NCCN

Each line ends with the Mulliken charge.
Geometry (Å):
1 N 2.3280 -0.0614 1.5204  -0.580
2 C 1.2188 -1.0116 1.8595  -0.692
3 C -0.0683 -0.5242 1.2029  -0.448
4 N 0.0658 -0.4255 -0.2116  -0.408
5 C -0.9303 1.7184 -0.9389  -1.272
6 C -1.0789 0.1639 -0.9273  0.328
7 C -1.2131 -0.4400 -2.3128  -1.452
8 H 3.1690 -0.6005 1.7227  0.236
9 H 2.3986 0.7078 2.1775  0.192
10 H 1.0057 -1.2285 2.9050  0.374
11 H 1.5730 -1.8808 1.3068  0.365
12 H -0.9129 -1.1253 1.5414  0.358
13 H -0.2227 0.5037 1.6346  0.212
14 H 0.8982 0.0855 -0.4169  0.331
15 H -1.6349 2.1158 -1.6675  0.390
16 H 0.1054 1.9218 -1.2038  0.340
17 H -1.1801 2.1018 0.0465  0.331
18 H -1.9221 -0.0856 -0.2778  0.346
19 H -0.8879 -1.4826 -2.2332  0.401
20 H -0.5015 0.0431 -2.9852  0.301
21 H -2.2100 -0.4957 -2.7421  0.346

***

## 3
A single C5H14N2 molecule, computed with wB97M-V/def2-TZVPD.

Results
Lowest unoccupied orbital energy in Eh: 0.0412
2S+1: 1
Gap between HOMO and LUMO in eV: 9.873
Structure (SMILES): CC[C@H](C)NCN

Each line ends with the Mulliken charge.
Geometry (Å):
1 C -0.9918 -1.3115 0.4160  -1.329
2 C -0.3642 0.0012 -0.1986  0.119
3 C -1.4509 1.1096 -0.3172  -0.532
4 C -2.6480 0.7877 -1.2457  -1.098
5 N 0.7993 0.6094 0.3650  -0.356
6 C 2.0906 -0.0628 -0.0445  -0.305
7 N 2.7037 -0.8140 1.0382  -0.600
8 H -1.5168 -1.1688 1.3579  0.276
9 H -1.6096 -1.7130 -0.3798  0.410
10 H -0.1268 -1.9558 0.6106  0.372
11 H -0.2015 -0.3400 -1.2164  0.187
12 H -0.9196 1.9891 -0.6688  0.382
13 H -1.8991 1.4095 0.6355  0.310
14 H -3.6187 1.0866 -0.8605  0.304
15 H -2.4926 1.2464 -2.2283  0.284
16 H -2.6918 -0.2803 -1.4721  0.328
17 H 0.9805 0.6875 1.3447  0.214
18 H 1.8822 -0.7796 -0.8375  0.277
19 H 2.6753 0.7483 -0.5025  0.289
20 H 3.0242 -1.6895 0.6669  0.233
21 H 2.2293 -0.9081 1.9147  0.235

***

Most stable: 2. Least stable: 1.

***

## 1
C5H14N2 as an isolated structure, computed with wB97M-V/def2-TZVPD.

Results
Lowest unoccupied orbital energy in Eh: 0.0297
2S+1: 1
Gap between HOMO and LUMO in eV: 7.800

Each line ends with the Mulliken charge.
Geometry (Å):
1 C 1.3751 -0.0550 0.9885  -1.353
2 C 1.6188 1.1610 -1.2230  -1.499
3 C 0.8783 0.0805 -0.4542  1.008
4 N -0.2701 -1.9676 -0.5964  -0.438
5 C 0.6025 -1.1096 -1.1563  -0.409
6 H -0.7457 -2.5963 -1.2303  0.293
7 H -0.9543 -1.4001 0.0193  0.343
8 H 0.7896 -1.1910 -2.2245  0.310
9 H 1.4170 0.9277 1.4651  0.332
10 H 0.6938 -0.6658 1.5800  0.417
11 H 2.7034 1.0348 -1.1561  0.324
12 H 1.3525 1.1651 -2.2801  0.412
13 H 2.3787 -0.4856 1.0181  0.366
14 H 1.3840 2.1450 -0.8115  0.351
15 C -1.9410 0.2476 0.3120  -1.168
16 N -1.8582 0.2574 1.7665  -0.419
17 H -2.7594 0.4071 2.2112  0.226
18 H -1.2140 0.9679 2.0901  0.164
19 H -2.2451 1.2007 -0.1439  0.328
20 H -2.7126 -0.4648 0.0083  0.342
21 H -0.4934 0.3408 -0.1830  0.071

***

## 2
A single C5H14N2 molecule, computed with wB97M-V/def2-TZVPD.

Results
Lowest unoccupied orbital energy in Eh: 0.0433
2S+1: 1
Gap between HOMO and LUMO in eV: 9.608
Structure (SMILES): CCCNCCN

Each line ends with the Mulliken charge.
Geometry (Å):
1 N -2.9122 -1.7275 -0.3941  -0.566
2 C -2.5647 -0.3576 -0.8335  -0.415
3 C -1.5854 0.4297 0.1384  -0.613
4 N -0.1438 0.3931 -0.4123  -0.350
5 C 0.8904 0.1891 0.5273  -0.556
6 C 2.1273 0.7353 -0.0988  -0.355
7 C 3.4064 0.1933 0.7097  -1.176
8 H -3.7574 -1.9149 0.1241  0.183
9 H -2.9208 -2.3621 -1.2182  0.216
10 H -2.0556 -0.5588 -1.7905  0.351
11 H -3.4491 0.2690 -0.9466  0.205
12 H -1.8217 1.5241 0.3581  0.385
13 H -1.7135 -0.1439 1.0907  0.361
14 H -0.0641 1.3030 -0.8720  0.214
15 H 0.9271 -0.9239 0.7116  0.185
16 H 0.5084 0.6659 1.4322  0.342
17 H 2.0827 1.8630 -0.1445  0.293
18 H 2.2240 0.2731 -1.0955  0.312
19 H 3.4918 -0.9458 0.5930  0.284
20 H 3.0513 0.3372 1.6700  0.352
21 H 4.2790 0.7586 0.4512  0.351

***

Most stable: 2. Least stable: 1.